The following is a DFT calculation (wB97M-V/def2-TZVPD) of a cluster of 6 separate species, C28H65N7O6 in total.

The calculation puts the LUMO energy at -7.887 eV. As for the highest occupied orbital energy: -17.753 eV. Its orbital gap is 9.866 eV. As for the energy relative to the best compared isomer or geometry (same formula, charge and spin): 0.0 kcal/mol.

Structure (ORCA input):
```
! wB97M-V def2-TZVPD RIJCOSX def2/J DEFGRID3
* xyz 4 1
O 1.33 -0.34 -2.08
C 1.09 -0.31 -0.70
O 2.11 -0.58 -0.02
O -0.06 -0.05 -0.27
H 2.26 -0.60 -1.95
C 1.03 0.57 6.09
C -0.31 0.08 5.54
N -0.75 0.91 4.42
C -0.11 1.02 3.21
C -0.91 1.77 2.41
N -2.02 2.09 3.14
C -1.90 1.57 4.36
C -3.13 2.90 2.66
H 1.76 0.73 5.29
H 1.40 -0.14 6.83
H 0.87 1.53 6.56
H -1.05 0.08 6.34
H -0.18 -0.94 5.17
H 0.67 0.33 2.94
H -0.79 2.06 1.38
H -2.64 1.67 5.14
H -3.50 3.52 3.47
H -3.96 2.25 2.36
H -2.79 3.49 1.81
C 4.90 -0.41 -4.05
C 4.95 1.09 -4.07
N 5.01 1.70 -2.73
C 4.23 2.76 -2.37
C 4.63 3.13 -1.12
N 5.65 2.29 -0.77
C 5.86 1.43 -1.75
C 6.19 2.18 0.61
H 5.83 -0.92 -3.78
H 4.47 -0.82 -4.96
H 4.20 -0.83 -3.31
H 4.03 1.48 -4.50
H 5.80 1.41 -4.66
H 3.42 3.17 -2.94
H 4.16 3.81 -0.43
H 6.57 0.62 -1.72
H 5.50 2.71 1.26
H 7.22 2.52 0.61
H 6.16 1.14 0.92
C -6.71 -1.12 1.03
N -5.57 -0.93 0.06
C -5.79 -1.96 -1.01
C -5.66 0.44 -0.49
C -4.30 -1.17 0.86
C -3.03 -1.14 0.05
O -2.66 0.20 -0.27
H -6.48 -0.60 1.96
H -6.85 -2.17 1.25
H -7.61 -0.67 0.62
H -6.81 -1.86 -1.39
H -5.73 -2.93 -0.53
H -5.10 -1.88 -1.84
H -4.84 0.64 -1.17
H -5.59 1.14 0.34
H -6.64 0.57 -0.96
H -4.47 -2.09 1.41
H -4.29 -0.37 1.61
H -3.17 -1.75 -0.85
H -2.20 -1.57 0.62
H -1.69 0.14 -0.47
C 3.58 -5.18 3.13
N 2.24 -5.65 2.64
C 2.40 -6.26 1.30
C 1.82 -6.73 3.60
C 1.25 -4.53 2.71
C 1.34 -3.53 1.57
O 2.53 -2.76 1.78
H 4.27 -6.02 3.22
H 3.48 -4.67 4.08
H 4.01 -4.54 2.36
H 1.45 -6.43 0.80
H 2.99 -7.17 1.37
H 2.94 -5.56 0.66
H 0.95 -7.26 3.23
H 1.56 -6.26 4.55
H 2.66 -7.39 3.79
H 1.38 -4.03 3.66
H 0.25 -4.97 2.68
H 0.53 -2.80 1.61
H 1.35 -4.02 0.59
H 2.45 -1.90 1.33
C -2.55 4.86 -4.98
N -1.47 3.93 -4.46
C -1.50 2.72 -5.35
C -0.17 4.63 -4.65
C -1.83 3.56 -3.05
C -1.13 2.32 -2.50
O 0.23 2.35 -2.87
H -2.39 4.98 -6.05
H -2.35 5.83 -4.53
H -3.52 4.44 -4.75
H -1.64 2.97 -6.40
H -2.32 2.09 -5.00
H -0.57 2.16 -5.25
H -0.17 5.27 -5.53
H 0.63 3.93 -4.50
H -0.08 5.37 -3.84
H -2.91 3.47 -3.00
H -1.55 4.43 -2.46
H -1.63 1.39 -2.78
H -1.20 2.41 -1.41
H 0.66 1.57 -2.49
*
```